Record 1
13
Properties=species:S:1:pos:R:3:nbo_charge:R:1 method="wB97M-V/def2-TZVPD" total_energy_ha=-1478.8943 e_above_lowest_ev=0.822 e_homo_ev="-7.886 / -7.886" mol_weight_g_mol=171.268 multiplicity=1
C -0.10 -0.01 -0.06 0.355
C 2.26 -0.23 0.03 -0.251
N -1.24 -0.65 0.07 -0.575
O -1.27 2.63 -0.59 -0.812
O 0.98 -0.71 -0.37 -0.483
S -0.09 1.78 0.20 0.523
S -2.70 0.06 0.35 -0.202
S -1.12 -2.42 -0.15 0.197
H 2.64 -0.87 0.83 0.198
H 2.21 0.80 0.39 0.197
H 2.93 -0.29 -0.83 0.205
H -2.12 2.50 -0.14 0.506
H -2.37 -2.59 0.27 0.143


Record 2
12
Properties=species:S:1:pos:R:3:nbo_charge:R:1 method="wB97M-V/def2-TZVPD" total_energy_ha=-757.7652 e_above_lowest_ev=3.692 e_homo_ev=-9.698 mol_weight_g_mol=123.133 multiplicity=1
C -0.55 0.14 0.43 0.036
C 0.12 -1.07 0.87 -0.704
N 0.00 1.26 -0.01 -0.193
O -2.63 1.47 -0.59 -0.876
O -2.84 -1.01 -0.13 -0.928
O 1.42 1.35 0.11 -0.565
S -2.45 0.24 0.49 1.502
H -0.03 -1.77 0.12 0.256
H -0.23 -1.43 1.79 0.240
H 1.14 -0.78 0.95 0.249
H -1.81 1.94 -0.50 0.501
H 1.64 2.11 -0.39 0.481


Record 3
14
Properties=species:S:1:pos:R:3:nbo_charge:R:1 method="wB97M-V/def2-TZVPD" total_energy_ha=-1231.1201 e_above_lowest_ev=2.232 e_homo_ev="0.741 / 0.981" charge=-2 mol_weight_g_mol=171.199 multiplicity=1
C 2.16 -0.78 -0.19 -0.668
C 1.31 0.41 -0.43 -0.255
N -1.29 0.32 0.09 -1.066
O -1.83 2.33 1.53 -1.098
O -1.53 -2.17 -0.57 -1.020
O -2.27 2.46 -0.89 -1.098
O -1.99 -1.49 1.74 -1.009
S -2.34 1.62 0.32 1.548
S -2.10 -1.08 0.31 1.790
H 2.62 -0.68 0.90 0.181
H 1.83 -1.80 -0.27 0.220
H 2.95 -0.88 -1.03 0.162
H 1.68 1.34 -0.19 0.145
H 0.81 0.41 -1.32 0.169


Record 4
10
Properties=species:S:1:pos:R:3:nbo_charge:R:1 method="wB97M-V/def2-TZVPD" total_energy_ha=-607.1881 e_above_lowest_ev=5.953 e_homo_ev=-9.076 mol_weight_g_mol=91.135 multiplicity=1
C 0.35 -1.19 -0.26 -0.640
C 0.42 0.30 -0.15 -0.161
N -0.85 0.82 -0.16 -0.272
O -0.96 2.09 0.41 -0.445
S -1.84 0.90 1.18 0.544
H 1.35 -1.68 -0.42 0.233
H -0.22 -1.37 -1.10 0.218
H -0.30 -1.57 0.50 0.213
H 0.92 0.72 -1.00 0.208
H 1.14 0.98 1.00 0.101


Record 5
10
Properties=species:S:1:pos:R:3:nbo_charge:R:1 method="wB97M-V/def2-TZVPD" smiles="OC/C=N/S" total_energy_ha=-607.3039 e_above_lowest_ev=2.800 e_homo_ev=-8.443 mol_weight_g_mol=91.135 multiplicity=1
O 1.95 0.62 0.22 -0.694
C 1.21 -0.48 -0.23 -0.116
C -0.16 -0.40 0.51 0.084
N -1.13 0.10 -0.17 -0.623
S -2.77 0.03 0.11 0.212
H 1.42 1.39 -0.03 0.469
H 1.88 -1.43 -0.14 0.191
H 1.02 -0.59 -1.28 0.182
H -0.15 -0.38 1.61 0.170
H -3.26 1.13 -0.59 0.125


Record 6
10
Properties=species:S:1:pos:R:3:nbo_charge:R:1 method="wB97M-V/def2-TZVPD" total_energy_ha=-607.2837 e_above_lowest_ev=3.351 e_homo_ev=-9.334 mol_weight_g_mol=91.135 multiplicity=1
C -0.76 -2.17 0.75 -0.019
C 0.14 1.42 -0.79 -0.694
N -0.03 -1.19 0.97 -0.623
O 1.05 3.75 -1.26 -0.918
S 1.03 2.40 -1.79 1.149
H -1.22 -2.36 -0.19 0.160
H -0.77 -3.06 1.43 0.133
H -0.18 1.89 0.08 0.226
H 0.27 0.40 -1.00 0.232
H 0.49 -1.08 1.81 0.354


Record 7
10
Properties=species:S:1:pos:R:3:nbo_charge:R:1 method="wB97M-V/def2-TZVPD" smiles="CN(O)C=S" total_energy_ha=-607.3031 e_above_lowest_ev=2.823 e_homo_ev=-8.446 mol_weight_g_mol=91.135 multiplicity=1
C -0.38 -0.47 -1.06 -0.457
N 0.26 0.11 0.14 -0.109
O 1.44 0.85 -0.04 -0.555
C -0.30 0.36 1.30 -0.061
S -1.77 -0.25 1.78 -0.205
H -1.39 -0.56 -0.67 0.252
H -0.44 0.18 -1.92 0.226
H -0.01 -1.53 -1.22 0.215
H 2.19 0.23 -0.06 0.474
H 0.42 1.08 1.75 0.222


Record 8
10
Properties=species:S:1:pos:R:3:nbo_charge:R:1 method="wB97M-V/def2-TZVPD" total_energy_ha=-607.2931 e_above_lowest_ev=3.096 e_homo_ev=-8.890 mol_weight_g_mol=91.135 multiplicity=1
C 0.23 0.26 -0.47 -0.233
C -0.08 -0.90 0.67 0.209
H 0.75 2.04 0.41 0.394
H -0.97 1.78 0.28 0.384
H 1.50 0.17 -0.57 0.231
H -0.26 -0.35 -1.57 0.124
H -0.66 -1.90 -0.91 0.487
N -0.02 1.58 -0.21 -0.846
O -0.25 -2.12 0.08 -0.663
S -0.25 -0.56 2.30 -0.087


Record 9
10
Properties=species:S:1:pos:R:3:nbo_charge:R:1 method="wB97M-V/def2-TZVPD" total_energy_ha=-607.2313 e_above_lowest_ev=4.777 e_homo_ev=-9.008 mol_weight_g_mol=91.135 multiplicity=1
C -0.82 1.00 -0.08 -0.212
C -1.24 -0.45 0.17 -0.232
N -0.02 0.08 0.58 -0.575
O 2.55 -0.90 -0.91 -0.890
S 1.50 -0.22 0.89 0.637
H -0.55 1.43 -1.15 0.215
H -1.38 1.68 0.47 0.196
H -1.99 -0.34 0.92 0.191
H -1.43 -1.33 -0.44 0.231
H 3.38 -0.96 -0.44 0.439


Record 10
10
Properties=species:S:1:pos:R:3:nbo_charge:R:1 method="wB97M-V/def2-TZVPD" smiles="CONC=S" total_energy_ha=-607.2761 e_above_lowest_ev=3.558 e_homo_ev=-8.497 mol_weight_g_mol=91.135 multiplicity=1
C -1.54 -0.28 0.22 -0.262
O -0.68 0.53 -0.43 -0.380
N 0.64 0.03 -0.56 -0.276
C 1.66 0.57 0.06 -0.032
S 3.25 -0.09 -0.08 -0.222
H -2.45 0.40 0.15 0.224
H -1.21 -0.51 1.26 0.182
H -1.62 -1.18 -0.43 0.164
H 0.47 -0.94 -0.76 0.392
H 1.49 1.49 0.57 0.211


Record 11
11
Properties=species:S:1:pos:R:3:nbo_charge:R:1 method="wB97M-V/def2-TZVPD" total_energy_ha=-1005.4194 e_above_lowest_ev=4.201 e_homo_ev=-8.415 mol_weight_g_mol=123.202 multiplicity=1
C -0.17 -1.65 -0.22 -0.325
C 0.55 0.46 0.22 0.462
H 0.86 -1.93 -0.64 0.266
H -0.92 -2.10 -1.24 0.214
H -0.40 -2.16 0.97 0.236
H 0.78 2.56 0.86 0.439
H -1.56 1.05 -0.15 0.183
N 0.27 1.84 0.39 -0.763
O -0.57 -0.22 0.09 -0.542
S 2.25 -0.12 0.41 -0.266
S -1.09 2.26 -0.68 0.095


Record 12
11
Properties=species:S:1:pos:R:3:nbo_charge:R:1 method="wB97M-V/def2-TZVPD" total_energy_ha=-1005.4186 e_above_lowest_ev=4.223 e_homo_ev="-7.916 / -7.919" mol_weight_g_mol=123.202 multiplicity=1
C -0.78 -0.39 -0.38 -0.293
C -0.51 0.68 0.77 -0.089
N -0.14 0.10 -1.57 -0.653
O 0.84 0.62 1.25 -0.688
S 3.04 -1.13 0.97 -0.263
S 2.04 0.34 0.24 0.835
H -0.47 -1.37 -0.08 0.182
H -1.86 -0.44 -0.54 0.214
H -0.82 1.67 0.23 0.202
H -1.30 0.42 1.48 0.206
H -0.03 -0.49 -2.38 0.345


Record 13
10
Properties=species:S:1:pos:R:3:nbo_charge:R:1 method="wB97M-V/def2-TZVPD" total_energy_ha=-816.5179 e_above_lowest_ev=3.003 e_homo_ev=-7.779 mol_weight_g_mol=105.017 multiplicity=1
C -0.75 -0.44 -0.15 -0.513
C -0.75 1.01 -0.33 -0.750
N 2.35 0.15 0.55 -1.159
P -2.05 -1.54 -0.28 0.321
P 1.58 -1.15 0.63 1.055
H 0.28 1.63 -0.41 0.233
H -1.33 1.17 -1.19 0.227
H -1.29 1.41 0.48 0.232
H 3.24 0.46 0.81 0.402
H -1.28 -2.70 -0.11 -0.047


Record 14
10
Properties=species:S:1:pos:R:3:nbo_charge:R:1 method="wB97M-V/def2-TZVPD" total_energy_ha=-816.5178 e_above_lowest_ev=3.004 e_homo_ev="-9.061 / -9.189" mol_weight_g_mol=105.017 multiplicity=1
C 0.21 0.01 -1.19 0.194
C -0.48 -0.64 -0.15 -0.642
N 0.62 0.45 -2.18 -0.303
P 0.54 -1.37 1.13 0.358
P -0.99 1.77 0.96 0.244
H -1.60 -0.80 -0.08 0.281
H 1.11 -2.39 0.39 -0.027
H 1.66 -0.75 0.76 -0.033
H 0.34 1.74 0.65 -0.033
H -1.42 1.96 -0.30 -0.038


Record 15
10
Properties=species:S:1:pos:R:3:nbo_charge:R:1 method="wB97M-V/def2-TZVPD" total_energy_ha=-816.5230 e_above_lowest_ev=2.864 e_homo_ev="-8.029 / -8.029" mol_weight_g_mol=105.017 multiplicity=1
C -0.27 0.56 -0.60 -0.529
C -0.19 -0.88 -1.03 -0.741
N 0.36 -0.73 2.10 -1.143
P -0.16 1.97 -1.55 0.337
P 0.30 0.79 1.87 1.027
H -1.18 -1.30 -0.73 0.234
H -0.10 -1.05 -2.17 0.226
H 0.56 -1.33 -0.39 0.246
H 0.86 -1.01 3.02 0.392
H -0.20 2.99 -0.53 -0.051


Record 16
9
Properties=species:S:1:pos:R:3:nbo_charge:R:1 method="wB97M-V/def2-TZVPD" smiles="C=NSC" total_energy_ha=-532.0816 e_above_lowest_ev=1.658 e_homo_ev=-8.496 mol_weight_g_mol=75.136 multiplicity=1
C 0.37 1.92 -0.33 -0.091
N 0.52 0.71 0.08 -0.515
S -0.86 -0.26 -0.49 0.324
C -0.31 -1.70 0.36 -0.768
H -0.45 2.37 -0.92 0.169
H 1.19 2.56 -0.06 0.175
H -0.72 -1.58 1.32 0.225
H -0.45 -2.56 -0.35 0.236
H 0.70 -1.44 0.39 0.244


Record 17
9
Properties=species:S:1:pos:R:3:nbo_charge:R:1 method="wB97M-V/def2-TZVPD" total_energy_ha=-532.0028 e_above_lowest_ev=3.802 e_homo_ev=-8.679 mol_weight_g_mol=75.136 multiplicity=1
C -1.16 -0.38 -0.02 0.100
C 1.35 0.82 0.09 -0.726
N -2.34 -0.75 0.09 -0.695
S -0.47 1.17 0.00 0.303
H 0.14 -1.63 -0.46 -0.106
H 1.93 1.28 -0.76 0.227
H 1.53 -0.21 0.17 0.247
H 1.88 1.40 0.85 0.230
H -2.85 -1.70 0.04 0.422


Record 18
9
Properties=species:S:1:pos:R:3:nbo_charge:R:1 method="wB97M-V/def2-TZVPD" smiles="C=C.N=S" total_energy_ha=-532.0236 e_above_lowest_ev=3.238 e_homo_ev="-8.520 / -8.510" mol_weight_g_mol=75.136 multiplicity=1
C -0.87 -0.12 -0.54 -0.399
C -0.57 0.34 0.66 -0.373
H -0.90 0.56 -1.37 0.201
H -0.84 -1.14 -0.55 0.206
H -0.35 -0.29 1.51 0.182
H -0.51 1.35 0.97 0.181
N 1.31 -2.58 -0.28 -0.775
S 1.99 -2.08 0.98 0.428
H 1.89 -2.50 -1.19 0.349


Record 19
9
Properties=species:S:1:pos:R:3:nbo_charge:R:1 method="wB97M-V/def2-TZVPD" smiles=C#CN[SiH3] total_energy_ha=-423.3474 e_above_lowest_ev=1.937 e_homo_ev=-8.915 mol_weight_g_mol=71.155 multiplicity=1
C -2.39 0.19 -0.35 -0.319
C -1.34 -0.19 0.05 0.159
N -0.06 -0.69 0.23 -1.052
Si 1.47 0.08 -0.14 1.081
H -3.42 0.63 -0.34 0.249
H 0.20 -1.31 1.14 0.409
H 1.91 0.77 1.08 -0.197
H 0.96 1.16 -1.00 -0.175
H 2.67 -0.65 -0.67 -0.156


Record 20
8
Properties=species:S:1:pos:R:3:nbo_charge:R:1 method="wB97M-V/def2-TZVPD" total_energy_ha=-154.3145 e_above_lowest_ev=2.684 e_homo_ev=-0.791 charge=-1 mol_weight_g_mol=45.061 multiplicity=1
H 1.33 1.29 -3.52 -0.774
C -0.60 1.66 -2.58 0.210
C -0.61 1.24 -1.29 -0.711
O -1.48 1.20 -3.53 -0.718
H -0.31 2.68 -2.83 0.186
H 0.01 1.77 -0.57 0.190
H -0.92 0.22 -1.03 0.161
H -1.78 0.32 -3.28 0.456